Record 1
The following is a DFT calculation (the ωB97M-V functional and the def2-TZVPD basis) of a cluster of 9 separate species, C11H39BrIO8P in total in a non-equilibrium geometry.

## Properties
orbital gap: 9.05 eV
structure (SMILES): C[C@@H](I)CPBr.CO.CO.CO.CO.CO.CO.CO.CO
F_max: 2.68 eV Å⁻¹
energy above the lowest of the compared OMol25 structures with the same formula, charge and spin: 1.5102 eV
energy: -4257.2746 hartree

Positions of all 61 atoms, in Å:
C  0.51179  -4.34965  3.29493
C  0.13269  -2.75138  3.52994
I  1.97218  -1.61087  3.22374
C  -1.07792  -2.41016  2.45139
P  -2.54130  -3.59097  2.95962
Br  -3.17654  -2.79457  5.00863
H  -0.18802  -5.07719  3.90044
H  1.62592  -4.48955  3.67798
H  0.42037  -4.55877  2.13587
H  -0.20438  -2.57600  4.64207
H  -1.38453  -1.28108  2.55294
H  -0.65927  -2.65722  1.37790
H  -3.64597  -3.46785  2.04384
C  1.02393  -0.14453  -0.38586
O  -0.29273  -0.53014  -0.03655
H  1.72792  -0.87257  0.02414
H  1.12093  -0.11999  -1.47397
H  1.23873  0.84197  0.03212
H  -0.89457  0.13395  -0.41369
C  -0.27466  -0.88941  -4.62637
O  -0.37385  -1.93688  -3.67913
H  -0.60542  -1.25847  -5.60009
H  -0.91235  -0.05708  -4.31884
H  0.76444  -0.55904  -4.69827
H  -0.07394  -1.57990  -2.82585
C  -3.81313  0.81722  0.92399
O  -3.02022  1.44919  -0.06403
H  -4.53859  0.16415  0.43312
H  -3.17370  0.22049  1.57901
H  -4.34358  1.57461  1.50624
H  -2.38657  2.02157  0.40111
C  1.03130  4.03862  -0.00950
O  -0.28535  3.65301  0.33981
H  1.73529  3.31059  0.40050
H  1.12831  4.06317  -1.09761
H  1.24610  5.02512  0.40848
H  -0.88719  4.31711  -0.03733
C  4.18126  6.26451  1.94408
O  3.05816  6.64775  1.17204
H  4.13240  5.18949  2.13300
H  5.09766  6.49447  1.39514
H  4.17007  6.80037  2.89631
H  3.12892  7.60562  1.02053
C  0.65064  2.85511  -6.57639
O  0.00788  1.67418  -6.13304
H  1.73179  2.72705  -6.48455
H  0.39534  3.03925  -7.62277
H  0.33213  3.69834  -5.95870
H  -0.94931  1.81757  -6.22623
C  3.85204  -0.04175  -3.26870
O  3.68687  0.84414  -4.36058
H  4.91925  -0.16620  -3.07046
H  3.36538  0.37472  -2.38343
H  3.41413  -1.01189  -3.51588
H  2.73081  0.93493  -4.51284
C  -4.43400  -6.41618  5.52253
O  -3.23929  -6.57257  4.77923
H  -4.79981  -7.40218  5.81868
H  -4.23283  -5.82097  6.41655
H  -5.18687  -5.92135  4.90418
H  -2.93875  -5.68188  4.53057

Force components x, y, z for each atom (eV/Å):
C 0.676 0.516 0.391
C -1.661 -2.106 -0.016
I -0.927 -0.196 0.014
C 0.766 1.174 0.726
P 1.391 -0.585 -0.055
Br -0.076 0.184 -0.957
H 1.316 1.572 -1.297
H -2.426 0.023 -0.985
H 0.353 0.242 2.449
H 0.720 -0.182 -2.332
H 0.663 -2.205 -0.483
H -1.179 0.567 2.088
H 0.360 1.049 0.497
C -0.111 0.098 0.024
O -0.396 0.099 -0.169
H -0.175 0.084 -0.044
H 0.274 0.106 -0.074
H 0.243 0.005 -0.103
H 0.023 -0.310 0.273
C 0.029 0.025 0.261
O 0.109 -0.133 0.525
H 0.089 0.003 0.194
H 0.096 0.145 -0.213
H -0.073 0.190 -0.244
H -0.256 -0.327 -0.383
C 0.059 0.053 0.141
O 0.558 0.295 -0.122
H 0.160 0.136 -0.003
H -0.192 -0.107 0.150
H -0.123 -0.184 0.135
H -0.193 -0.199 -0.306
C 0.092 0.336 -0.080
O -0.870 -0.026 -0.057
H -0.187 0.071 -0.023
H 0.258 0.020 -0.007
H 0.285 -0.091 -0.101
H 0.323 -0.397 0.260
C 0.091 0.176 0.023
O -0.260 0.494 -0.265
H -0.078 0.182 -0.081
H 0.154 -0.123 0.184
H 0.211 -0.145 0.094
H -0.127 -0.577 0.038
C -0.155 0.118 -0.075
O -0.498 -0.178 0.078
H -0.186 -0.061 0.005
H 0.181 0.209 -0.013
H 0.171 0.175 -0.117
H 0.543 -0.188 0.091
C -0.194 0.002 -0.053
O -0.392 0.261 -0.272
H -0.167 0.081 -0.106
H 0.095 -0.183 0.189
H 0.073 -0.138 0.233
H 0.518 -0.011 -0.018
C 0.155 0.151 -0.066
O 0.267 0.154 -0.138
H 0.126 0.114 -0.096
H -0.263 -0.007 0.099
H -0.219 0.003 0.186
H -0.043 -0.458 0.002

Quick look at the Löwdin charges, all values in e:
1. C -0.232
2. C -0.838
3. I 0.760
4. C -0.513
5. P 0.527
6. Br 0.192
7. H 0.068
8. H 0.057
9. H 0.090
10. H 0.056
11. H 0.070
12. H 0.091
13. H -0.099
14. C -0.166
15. O -0.150
16. H 0.049
17. H 0.057
18. H 0.071
19. H 0.069
20. C -0.174
21. O -0.125
22. H 0.087
23. H 0.071
24. H 0.058
25. H 0.056
26. C -0.150
27. O -0.135
28. H 0.084
29. H 0.063
30. H 0.080
31. H 0.064
32. C -0.156
33. O -0.140
34. H 0.074
35. H 0.080
36. H 0.062
37. H 0.086
38. C -0.162
39. O -0.142
40. H 0.080
41. H 0.076
42. H 0.076
43. H 0.085
44. C -0.154
45. O -0.144
46. H 0.079
47. H 0.078
48. H 0.078
49. H 0.089
50. C -0.164
51. O -0.130
52. H 0.082
53. H 0.063
54. H 0.078
55. H 0.061
56. C -0.186
57. O -0.166
58. H 0.078
59. H 0.067
60. H 0.072
61. H -0.040

***

Record 2
The following is a DFT calculation (the ωB97M-V functional and the def2-TZVPD basis) of a structure of composition C11H40BCs2N6O7 in a non-equilibrium geometry.

## Properties
2S+1: 2
orbital gap (alpha / beta): 3.32 / 8.66 eV
F_max: 4.93 eV Å⁻¹
⟨S²⟩: 0.75
energy: -1363.3612 hartree

Positions of all 67 atoms, in Å:
Cs  27.88443  14.82866  -9.73530
Cs  23.58456  14.58125  -12.30216
B  25.13756  12.60507  -9.85324
H  24.48042  11.93642  -10.38738
H  26.08370  12.60666  -10.37194
H  24.70694  13.59431  -9.83817
H  25.21102  12.24924  -8.83725
C  21.77821  12.47031  -7.82755
O  20.78544  13.00651  -7.32885
N  21.78969  11.31836  -8.50556
N  22.92947  13.07399  -7.76082
H  22.63554  10.90352  -8.86963
H  20.91150  10.82010  -8.53055
H  22.94274  13.97858  -7.31177
H  23.71177  12.83520  -8.35334
C  26.22246  12.10355  -14.07009
O  25.97297  10.89908  -14.12653
N  26.22589  12.94084  -15.08134
N  26.28305  12.67246  -12.90050
H  26.85195  13.72031  -14.93789
H  26.16423  12.55888  -16.01430
H  26.25039  12.03150  -12.12062
H  26.45597  13.66286  -12.80407
C  26.91405  13.14489  -5.36310
O  27.26577  13.65788  -4.36510
N  26.12231  13.69239  -6.25580
N  27.29013  11.94438  -5.68284
H  25.88353  14.65783  -6.07963
H  25.89571  13.20901  -7.11318
H  27.16052  11.55615  -6.60619
H  27.76857  11.39014  -4.98714
C  22.84218  9.12020  -6.58137
C  24.19356  9.90498  -6.42363
O  25.20490  9.35502  -7.22836
H  21.94678  9.73916  -6.52443
H  22.64380  8.47911  -5.72245
H  22.84973  8.53183  -7.49891
H  24.44414  9.75407  -5.37361
H  24.14147  10.97026  -6.64847
H  24.98275  9.67372  -8.10624
C  29.44422  10.14173  -8.71748
C  28.12989  10.66483  -9.24255
O  27.61330  11.72299  -8.60204
H  30.16707  10.90741  -8.43579
H  29.94866  9.46369  -9.40588
H  29.35895  9.64460  -7.75121
H  27.47812  9.81561  -9.03735
H  28.16825  10.82573  -10.31992
H  26.77250  11.92671  -9.01818
C  22.37170  11.14893  -12.88374
C  21.69303  11.64425  -14.17720
O  21.58458  13.11593  -14.20254
H  23.29880  11.70290  -12.73634
H  22.56873  10.07692  -12.87488
H  21.68234  11.23054  -12.04337
H  20.76355  11.10164  -14.34967
H  22.24128  11.31129  -15.05848
H  21.44696  13.43371  -15.09789
C  24.65422  7.31292  -10.82008
C  25.23701  8.74999  -10.85055
O  24.48391  9.58713  -9.89234
H  23.57314  7.38440  -10.70072
H  25.04089  6.70031  -10.00565
H  24.96894  6.75752  -11.70358
H  25.09831  9.11143  -11.86949
H  26.29761  8.79158  -10.60257
H  24.61801  10.50958  -10.12192

Force components x, y, z for each atom (eV/Å):
Cs 0.009 -0.065 0.113
Cs -0.150 0.026 0.047
B 0.035 0.191 -0.259
H -2.643 -2.026 -2.168
H 3.478 0.082 -1.700
H -1.436 3.785 -0.008
H 0.455 -1.352 3.720
C -2.404 0.851 0.432
O -0.396 -0.885 -0.088
N -0.866 -1.177 -0.871
N 3.332 1.874 0.307
H -0.279 -0.094 0.153
H 0.405 -0.054 -0.099
H -0.091 -0.275 -0.101
H -0.259 0.038 0.277
C -1.678 -3.664 0.052
O 0.232 -0.183 -0.751
N 0.531 1.880 -2.674
N 0.434 0.962 2.896
H -0.160 0.271 -0.518
H 0.235 -0.014 0.210
H 0.125 0.514 0.089
H 0.290 0.199 0.457
C 0.163 -0.961 -0.637
O 0.960 2.674 4.032
N -1.925 2.264 -2.244
N 1.296 -4.223 -0.828
H -0.187 -0.280 -0.349
H -0.246 0.338 0.211
H 0.021 -0.099 0.184
H -0.072 0.272 -0.256
C -0.029 0.534 0.487
C -1.127 -0.833 0.592
O 0.478 -0.079 0.356
H 0.206 0.387 -0.474
H 0.603 -0.497 -0.087
H -0.100 0.048 0.016
H 0.499 0.404 -0.064
H -0.483 0.119 0.265
H 0.206 -0.454 -0.714
C 1.128 0.607 0.920
C 0.595 -3.357 -0.909
O 0.313 2.671 1.784
H 0.079 0.509 -0.552
H -0.259 0.001 -0.085
H -0.530 -0.369 -0.098
H -0.475 -0.319 -0.580
H 0.157 0.014 -0.323
H -0.497 0.079 -0.029
C -0.833 0.475 -0.456
C 0.539 -0.320 -0.493
O 0.071 -1.252 0.734
H 0.042 -0.313 0.247
H 0.294 0.050 -0.607
H 0.125 0.624 0.194
H -0.653 0.634 0.490
H 0.650 0.289 0.064
H -0.086 -0.307 -0.144
C 0.786 0.529 0.518
C -1.123 -0.401 0.540
O 0.457 -1.311 -0.769
H 0.022 -0.150 -0.334
H -0.046 0.315 0.354
H -0.366 0.223 -0.289
H 0.017 0.420 0.053
H -0.017 -0.129 0.010
H 0.151 0.290 -0.248

Quick look at the Löwdin charges, all values in e:
1. Cs 0.602
2. Cs 0.763
3. B -0.588
4. H -0.024
5. H -0.078
6. H -0.074
7. H -0.026
8. C -0.741
9. O 0.005
10. N 0.180
11. N 0.169
12. H 0.083
13. H 0.120
14. H 0.125
15. H 0.013
16. C -0.778
17. O 0.020
18. N 0.169
19. N 0.121
20. H 0.098
21. H 0.120
22. H 0.077
23. H 0.006
24. C -0.831
25. O 0.071
26. N 0.182
27. N 0.187
28. H 0.117
29. H 0.065
30. H 0.076
31. H 0.126
32. C -0.074
33. C -0.295
34. O -0.093
35. H 0.051
36. H 0.061
37. H 0.067
38. H 0.105
39. H 0.084
40. H 0.018
41. C -0.063
42. C -0.372
43. O -0.161
44. H 0.072
45. H 0.081
46. H 0.078
47. H 0.104
48. H 0.121
49. H -0.033
50. C -0.081
51. C -0.261
52. O -0.197
53. H 0.011
54. H 0.085
55. H 0.078
56. H 0.107
57. H 0.107
58. H 0.077
59. C -0.068
60. C -0.223
61. O -0.136
62. H 0.073
63. H 0.069
64. H 0.070
65. H 0.099
66. H 0.096
67. H -0.013

***

Record 3
The following is a DFT calculation (the ωB97M-V functional and the def2-TZVPD basis) of a structure of composition C11H40F4HgN2O17S4 in a non-equilibrium geometry.

## Properties
orbital gap: 1.89 eV
F_max: 11.33 eV Å⁻¹
energy: -3976.6612 hartree

Positions of all 79 atoms, in Å:
Hg  2.57444  -3.16546  0.10022
N  1.73791  -5.60196  2.35617
S  1.58227  -7.11603  2.56246
O  0.22971  -7.63535  2.26603
O  2.51566  -7.79284  3.50419
F  2.23353  -7.50884  1.18176
S  1.07787  -5.36664  3.96167
O  1.87827  -5.02662  5.13055
O  -0.34508  -5.70305  4.18266
F  0.87911  -3.79107  3.53991
N  0.25806  -0.62372  0.03949
S  -1.15744  -0.37876  0.55167
O  -2.20991  -0.11976  -0.44224
O  -1.37909  0.15656  1.91179
F  -1.43035  -1.95029  0.86121
S  0.57499  1.05968  0.18514
O  1.19895  1.52725  1.40949
O  -0.19515  2.02068  -0.62347
F  1.94206  1.04995  -0.63596
C  0.05319  -0.17301  -4.72061
O  0.60835  -1.42203  -5.21059
H  -0.25754  0.50758  -5.51328
H  -0.88283  -0.39671  -4.20880
H  0.84517  0.34650  -4.18116
H  0.44692  -1.40231  -6.15671
C  6.14337  4.24022  0.64719
O  6.86478  4.71937  -0.49293
H  5.98812  3.16202  0.68534
H  6.82315  4.32707  1.49482
H  5.23262  4.78247  0.90135
H  6.35084  5.37815  -0.96567
C  -4.05296  4.53658  -2.31845
O  -5.04665  5.38935  -1.98228
H  -3.18246  5.11294  -2.63170
H  -3.69909  3.99443  -1.44154
H  -4.29015  3.74816  -3.03276
H  -4.77839  5.61172  -1.08775
O  0.85624  -4.52176  -2.36449
H  0.45647  -3.90702  -2.97971
H  1.23420  -5.20444  -2.91884
O  3.69180  -1.86962  -2.77941
H  3.07975  -1.91531  -3.51394
H  4.55391  -1.79947  -3.18939
C  5.19445  1.54223  6.02535
C  4.16011  0.58262  5.33743
O  4.34444  -0.73485  5.63144
H  5.21548  2.58180  5.69831
H  6.18583  1.10826  6.15554
H  5.03660  1.69790  7.09257
H  4.25204  0.63840  4.25275
H  3.13861  0.93859  5.47132
H  3.50687  -1.19519  5.54111
C  2.39241  6.07148  -3.87207
C  3.27900  7.31254  -3.41814
O  4.60074  6.88658  -3.19928
H  2.10326  6.01670  -4.92159
H  1.41667  5.86880  -3.43053
H  2.94614  5.14729  -3.70679
H  2.90995  7.88038  -2.56405
H  3.32340  8.00862  -4.25576
H  5.06849  7.29583  -3.93092
C  -6.13496  -1.26381  3.28684
C  -6.50024  -0.01240  2.39911
O  -6.06850  1.17542  2.97769
H  -6.53133  -2.10605  2.71972
H  -6.45469  -1.09853  4.31569
H  -5.05515  -1.40522  3.33300
H  -7.55848  -0.05364  2.14120
H  -6.12650  -0.00130  1.37526
H  -5.10988  1.16393  2.92748
C  -5.24170  -5.35406  -1.88740
C  -5.96566  -4.06690  -1.80233
O  -7.31816  -4.36994  -2.18987
H  -5.72784  -6.13261  -1.29949
H  -4.23886  -5.14427  -1.51537
H  -5.15150  -5.80514  -2.87558
H  -5.46658  -3.38480  -2.49062
H  -5.70656  -3.51030  -0.90169
H  -7.72252  -3.55702  -2.50174

Force components x, y, z for each atom (eV/Å):
Hg -0.688 0.099 -0.117
N -1.247 1.344 3.128
S 1.144 -9.099 -3.627
O 2.276 1.325 1.830
O -2.910 2.212 -1.258
F 0.800 0.070 -0.557
S -3.556 8.443 3.412
O 0.141 -2.724 -1.897
O 3.618 -0.851 -0.960
F -0.164 -0.261 -0.614
N 2.534 3.225 -0.817
S -9.787 -4.376 3.656
O 2.565 0.182 1.310
O 1.268 -0.012 -3.052
F 0.270 0.492 -0.352
S 5.842 5.387 -1.449
O -2.296 -1.424 -0.387
O 0.312 -2.938 1.921
F -0.251 -1.108 -0.982
C -0.013 -0.308 -0.485
O -0.225 0.695 -0.138
H 0.244 -0.141 -0.389
H 0.388 0.166 0.704
H -0.451 -0.111 0.539
H 0.144 -0.364 -0.058
C 1.067 0.116 0.798
O -0.467 -0.408 0.193
H -0.462 -0.105 -0.960
H 0.030 0.527 0.246
H -0.023 -0.033 -0.350
H -0.191 -0.080 0.020
C 2.679 -1.650 -0.197
O -1.852 1.104 0.839
H 0.314 -0.194 -0.619
H 0.064 -0.335 0.188
H -0.417 0.429 -0.313
H -0.777 0.631 0.108
O 0.291 0.206 0.658
H -0.215 0.353 -0.207
H 0.168 -0.297 -0.107
O -0.163 -0.202 0.587
H -0.386 0.019 -0.268
H 0.329 0.035 -0.004
C -0.401 -0.722 1.146
C 0.471 2.788 -1.224
O 0.275 -1.937 1.330
H 0.078 -0.334 -0.825
H 0.230 -0.061 -1.134
H -1.012 -0.315 0.285
H 0.435 0.673 -0.382
H -0.146 0.001 0.687
H 0.043 -0.106 0.095
C -0.020 -0.141 0.193
C -1.496 -0.871 -1.232
O 0.633 0.099 0.019
H 0.572 0.619 -0.339
H 0.077 0.651 0.787
H 0.296 0.144 0.193
H -0.184 -0.411 0.159
H -0.429 0.211 0.004
H 0.586 -0.332 0.274
C 0.298 1.275 -1.725
C 0.329 -1.499 -0.170
O -0.380 0.946 0.594
H -0.268 -0.390 0.743
H -0.525 -0.346 -0.248
H 0.147 0.107 -0.115
H -0.410 0.638 0.982
H 0.769 -0.859 -0.142
H 0.078 0.122 0.063
C 0.881 -0.893 0.531
C 0.202 0.106 -1.601
O 0.512 0.966 0.693
H 0.124 0.136 0.395
H 0.203 -0.507 0.129
H -0.141 0.510 -0.257
H -0.354 0.110 -0.863
H -1.209 -0.465 0.952
H -0.210 0.050 0.034

Quick look at the Löwdin charges, all values in e:
1. Hg 1.123
2. N -0.203
3. S 0.435
4. O -0.218
5. O -0.237
6. F -0.196
7. S 0.627
8. O -0.236
9. O -0.224
10. F -0.273
11. N -0.223
12. S 0.436
13. O -0.237
14. O -0.243
15. F -0.219
16. S 0.559
17. O -0.248
18. O -0.239
19. F -0.212
20. C -0.127
21. O -0.148
22. H 0.076
23. H 0.079
24. H 0.077
25. H 0.065
26. C -0.161
27. O -0.120
28. H 0.066
29. H 0.067
30. H 0.079
31. H 0.061
32. C -0.229
33. O -0.090
34. H 0.076
35. H 0.077
36. H 0.082
37. H 0.085
38. O -0.074
39. H 0.037
40. H 0.046
41. O -0.087
42. H 0.025
43. H 0.045
44. C -0.072
45. C -0.351
46. O -0.059
47. H 0.066
48. H 0.066
49. H 0.058
50. H 0.095
51. H 0.109
52. H 0.090
53. C -0.071
54. C -0.291
55. O -0.088
56. H 0.055
57. H 0.055
58. H 0.061
59. H 0.105
60. H 0.100
61. H 0.080
62. C -0.066
63. C -0.338
64. O -0.073
65. H 0.064
66. H 0.072
67. H 0.058
68. H 0.103
69. H 0.100
70. H 0.084
71. C -0.113
72. C -0.337
73. O -0.066
74. H 0.079
75. H 0.074
76. H 0.076
77. H 0.103
78. H 0.107
79. H 0.077